1.
Computed, not measured: a 5-piece molecular cluster, C30H34Br8N2O2S overall, with ωB97M-V/def2-TZVPD.

Each line ends with the Löwdin charge.
Positions of all 77 atoms, in Å:
C  6.231  -2.845  0.731  0.11
C  5.661  -1.794  0.893  -0.15
C  4.961  -0.522  1.077  -0.20
C  5.828  0.542  1.782  -0.17
C  5.480  1.976  1.332  -0.12
C  3.979  2.180  1.263  -0.15
C  3.205  1.963  2.395  0.05
C  1.816  2.100  2.360  -0.19
N  1.018  1.875  3.513  0.12
C  1.448  1.433  4.550  -0.78
S  1.944  0.770  5.866  0.77
C  1.148  2.456  1.185  -0.20
C  -0.359  2.541  1.123  -0.08
C  -0.925  1.578  0.095  -0.23
C  -2.022  1.918  -0.684  -0.04
C  -2.517  1.040  -1.629  -0.04
C  -1.941  -0.205  -1.847  -0.27
C  -2.459  -1.131  -2.908  -0.16
C  -0.852  -0.547  -1.053  -0.05
C  -0.356  0.330  -0.104  -0.03
C  1.939  2.710  0.080  -0.11
C  3.326  2.574  0.105  -0.05
C  3.864  2.879  -1.250  -0.37
O  4.970  2.710  -1.678  0.13
N  2.773  3.375  -2.027  0.17
C  1.555  3.167  -1.292  -0.37
O  0.477  3.370  -1.764  0.16
H  6.663  -3.784  0.486  0.02
H  4.075  -0.730  1.680  0.12
H  4.600  -0.189  0.102  0.12
H  5.616  0.475  2.850  0.10
H  6.874  0.327  1.584  0.11
H  5.857  2.086  0.319  0.10
H  5.919  2.708  2.006  0.12
H  3.695  1.678  3.318  0.12
H  -0.639  3.565  0.880  0.10
H  -0.757  2.223  2.083  0.12
H  -2.470  2.896  -0.557  0.12
H  -3.375  1.352  -2.212  0.11
H  -2.131  -2.152  -2.753  -0.04
H  -3.536  -1.071  -3.030  0.02
H  -2.022  -0.840  -3.868  0.07
H  -0.396  -1.521  -1.179  0.06
H  0.509  0.019  0.470  0.12
H  2.870  4.372  -2.196  0.16
Br  0.903  -6.436  -3.672  0.61
C  -0.115  -5.308  -4.884  -0.70
C  0.524  -3.956  -5.063  -0.67
Br  0.228  -2.811  -3.519  0.76
H  -1.119  -5.241  -4.478  0.04
H  -0.138  -5.844  -5.830  0.06
H  0.071  -3.432  -5.902  0.06
H  1.597  -4.018  -5.212  0.05
Br  -6.039  -0.934  -1.277  0.64
C  -6.757  -2.723  -1.531  -0.68
C  -5.714  -3.781  -1.298  -0.71
Br  -4.468  -3.922  -2.783  0.67
H  -7.170  -2.758  -2.534  0.05
H  -7.560  -2.819  -0.803  0.06
H  -6.178  -4.762  -1.218  0.05
H  -5.114  -3.590  -0.413  -0.02
Br  -3.588  -3.344  1.985  0.64
C  -4.966  -4.623  2.483  -0.69
C  -4.437  -6.031  2.542  -0.69
Br  -4.166  -6.778  0.766  0.62
H  -5.767  -4.515  1.758  0.04
H  -5.318  -4.308  3.462  0.06
H  -5.159  -6.684  3.027  0.06
H  -3.484  -6.098  3.055  0.05
Br  1.541  5.500  1.486  0.82
C  1.048  7.217  2.259  -0.67
C  -0.357  7.184  2.797  -0.70
Br  -1.675  7.256  1.369  0.61
H  1.182  7.965  1.485  0.05
H  1.759  7.395  3.063  0.06
H  -0.549  8.057  3.418  0.06
H  -0.562  6.282  3.364  0.05

## Properties
- SMILES = C#CCCCc1cc(N=C=S)c(Cc2ccc(C)cc2)c2c1C(=O)NC2=O.BrCCBr.BrCCBr.BrCCBr.BrCCBr

---

2.
Computed, not measured: C54H46As2Cl3O11PtS2 as an isolated structure, with ωB97M-V/def2-TZVPD.

Each line ends with the Löwdin charge.
Positions of all 119 atoms, in Å:
Pt  0.582  0.801  -0.551  1.00
Cl  7.004  -1.495  -2.640  0.69
C  5.588  -0.555  -2.276  -0.66
C  5.195  -0.387  -0.959  -0.12
C  4.054  0.342  -0.703  -0.57
Cl  3.562  0.615  0.950  0.72
C  3.259  0.896  -1.714  -0.46
O  2.157  1.610  -1.467  -0.32
C  3.722  0.738  -3.020  -0.58
Cl  2.804  1.425  -4.313  0.75
C  4.871  0.019  -3.306  -0.13
H  5.766  -0.835  -0.161  0.11
H  5.198  -0.086  -4.331  0.11
C  -4.802  6.747  -4.184  -0.04
C  -3.948  5.608  -3.694  -0.26
C  -2.564  5.754  -3.571  -0.02
C  -1.765  4.700  -3.166  -0.05
C  -2.357  3.478  -2.877  -0.36
C  -3.729  3.306  -2.999  -0.08
C  -4.518  4.373  -3.400  -0.03
S  -1.417  2.058  -2.332  0.98
O  -0.306  1.861  -3.287  -0.50
C  -0.639  2.833  -0.843  -0.37
C  0.568  3.587  -0.990  -0.09
C  1.077  4.269  0.072  0.01
C  0.436  4.240  1.335  -0.13
C  0.987  4.898  2.461  -0.01
C  0.365  4.838  3.674  -0.04
C  -0.846  4.120  3.832  -0.05
C  -1.412  3.487  2.768  -0.01
C  -0.784  3.529  1.492  -0.13
C  -1.331  2.852  0.383  -0.16
C  -2.664  2.212  0.432  -0.16
C  -3.858  2.987  0.411  -0.10
C  -3.849  4.404  0.484  0.00
C  -5.016  5.106  0.409  -0.05
C  -6.250  4.435  0.251  -0.06
C  -6.288  3.074  0.177  -0.02
C  -5.095  2.313  0.257  -0.15
C  -5.117  0.899  0.143  0.01
C  -3.965  0.171  0.170  -0.04
C  -2.746  0.858  0.318  -0.30
S  -1.257  -0.124  0.424  0.83
O  -1.612  -1.449  -0.093  -0.42
C  -1.095  -0.167  2.197  -0.38
C  -2.075  -0.807  2.941  -0.05
C  -1.964  -0.816  4.322  -0.02
C  -0.893  -0.194  4.962  -0.25
C  -0.771  -0.208  6.462  -0.03
C  0.079  0.436  4.186  -0.02
C  -0.014  0.454  2.807  -0.10
H  -4.297  7.704  -4.065  0.08
H  -5.753  6.785  -3.652  0.08
H  -5.025  6.618  -5.245  0.09
H  -2.107  6.709  -3.804  0.12
H  -0.691  4.822  -3.091  0.11
H  -4.173  2.339  -2.788  0.11
H  -5.591  4.243  -3.497  0.12
H  1.058  3.584  -1.955  0.12
H  1.992  4.837  -0.040  0.13
H  1.910  5.452  2.340  0.12
H  0.796  5.347  4.527  0.11
H  -1.322  4.076  4.803  0.11
H  -2.337  2.934  2.881  0.13
H  -2.910  4.930  0.596  0.12
H  -5.000  6.186  0.471  0.11
H  -7.166  5.008  0.185  0.11
H  -7.230  2.554  0.048  0.12
H  -6.071  0.400  0.019  0.13
H  -3.961  -0.906  0.068  0.12
H  -2.901  -1.308  2.449  0.12
H  -2.720  -1.322  4.911  0.12
H  -1.613  -0.719  6.926  0.08
H  -0.725  0.809  6.856  0.09
H  0.146  -0.715  6.766  0.09
H  0.924  0.913  4.669  0.13
H  0.753  0.930  2.207  0.08
C  5.813  -4.083  2.877  0.00
O  4.830  -4.288  1.848  -0.04
C  3.768  -3.487  1.889  -0.53
O  3.564  -2.694  2.779  0.06
C  2.794  -3.680  0.763  -0.22
C  3.123  -4.268  -0.386  -0.24
As  1.927  -4.945  -1.855  1.38
C  2.882  -4.041  -3.314  -0.26
C  0.644  -3.558  -1.339  -0.36
C  0.214  -3.802  -0.081  -0.31
As  1.086  -2.775  1.330  1.36
C  0.737  -3.888  2.903  -0.27
C  -0.584  -5.046  0.240  -0.52
O  -1.218  -5.155  1.257  0.11
O  -0.644  -5.940  -0.750  -0.11
C  -1.522  -7.055  -0.520  -0.02
C  0.831  -2.153  -1.805  -0.50
O  1.310  -1.215  -1.163  -0.08
O  0.440  -1.872  -3.027  0.01
C  -0.274  -2.806  -3.861  0.00
C  4.527  -4.716  -0.691  -0.59
O  5.442  -3.992  -0.969  0.11
O  4.584  -6.053  -0.739  -0.06
C  5.898  -6.601  -0.949  -0.02
H  6.721  -4.554  2.517  0.10
H  5.481  -4.549  3.803  0.10
H  5.971  -3.021  3.044  0.10
H  3.879  -4.478  -3.372  0.04
H  2.987  -2.966  -3.164  0.04
H  2.371  -4.245  -4.252  0.02
H  0.923  -4.942  2.715  0.04
H  -0.296  -3.758  3.211  0.02
H  1.401  -3.523  3.684  0.02
H  -1.429  -7.686  -1.397  0.10
H  -2.545  -6.708  -0.401  0.10
H  -1.225  -7.597  0.375  0.10
H  0.380  -3.110  -4.672  0.09
H  -1.124  -2.267  -4.267  0.10
H  -0.614  -3.671  -3.299  0.09
H  5.754  -7.667  -1.093  0.10
H  6.514  -6.416  -0.072  0.10
H  6.367  -6.152  -1.821  0.10

## Properties
- net charge = +1
- energy relative to the best compared isomer or geometry (same formula, charge and spin) (kJ/mol) = 152.2

---

3.
Computed, not measured: a 3-piece molecular cluster, C12H34O3P overall, with ωB97M-V/def2-TZVPD.

Each line ends with the Löwdin charge.
Positions of all 50 atoms, in Å:
C  2.307  4.389  -0.579  -0.14
C  1.866  2.830  -0.244  -0.42
C  2.419  1.746  -1.391  -0.14
C  0.279  2.639  0.122  -0.38
P  -0.939  3.076  -1.280  0.25
O  -2.128  3.521  -0.065  -0.48
H  3.044  4.760  0.284  0.06
H  1.418  5.150  -0.587  0.05
H  2.949  4.389  -1.563  0.06
H  2.469  2.540  0.745  0.10
H  1.580  1.003  -1.752  0.07
H  3.263  1.055  -0.905  0.05
H  2.958  2.295  -2.294  0.06
H  0.127  1.483  0.375  0.07
H  -0.005  3.273  1.077  0.07
H  -1.461  1.714  -1.180  -0.06
H  -1.950  3.338  -2.282  -0.08
H  -0.483  4.447  -1.390  -0.06
H  -0.057  2.617  -2.332  -0.06
H  -1.825  4.311  0.473  0.01
C  1.939  -3.885  0.375  -0.08
C  2.249  -2.557  -0.298  -0.28
O  1.655  -1.437  0.356  -0.18
C  2.039  -1.217  1.711  -0.28
C  3.530  -0.981  1.886  -0.08
H  0.855  -4.043  0.429  0.08
H  2.389  -4.710  -0.187  0.07
H  2.326  -3.926  1.394  0.06
H  1.845  -2.576  -1.315  0.12
H  3.328  -2.407  -0.397  0.10
H  1.693  -2.043  2.341  0.10
H  1.500  -0.325  2.048  0.12
H  4.121  -1.844  1.570  0.06
H  3.763  -0.780  2.936  0.08
H  3.855  -0.125  1.285  0.07
C  -2.825  -0.622  1.260  -0.07
C  -2.264  -1.720  0.370  -0.27
O  -3.014  -2.931  0.420  -0.18
C  -4.379  -2.848  0.017  -0.29
C  -4.559  -2.376  -1.416  -0.09
H  -2.876  -0.962  2.301  0.08
H  -2.193  0.270  1.211  0.07
H  -3.834  -0.332  0.962  0.07
H  -1.252  -1.963  0.710  0.11
H  -2.166  -1.378  -0.664  0.11
H  -4.941  -2.217  0.714  0.10
H  -4.795  -3.857  0.110  0.11
H  -4.167  -1.368  -1.568  0.07
H  -5.620  -2.368  -1.684  0.07
H  -4.029  -3.041  -2.107  0.08

## Properties
- net charge = -1

---

no.,E (Eh),F_max (eV/A)
1,-22413.824630,0.98
2,-9680.498334,1.29
3,-1044.500135,2.52